{
  "formula": "C54H40BBiCl3F4N11O2P",
  "method": "ωB97M-V/def2-TZVPD",
  "symbols": ["Bi", "C", "N", "C", "N", "C", "N", "C", "C", "C", "C", "C", "C", "C", "N", "N", "C", "O", "C", "C", "C", "C", "C", "C", "N", "C", "N", "C", "N", "C", "H", "H", "H", "H", "H", "H", "H", "H", "H", "H", "H", "H", "H", "H", "H", "H", "Cl", "C", "C", "C", "Cl", "C", "C", "C", "C", "N", "C", "C", "O", "H", "H", "H", "H", "C", "C", "C", "C", "C", "C", "P", "C", "C", "C", "C", "C", "C", "C", "C", "C", "C", "C", "C", "C", "C", "C", "C", "H", "H", "H", "H", "H", "H", "H", "H", "H", "H", "H", "H", "H", "H", "H", "H", "F", "B", "F", "F", "F", "N", "C", "C", "C", "N", "H", "H", "H", "H", "Cl"],
  "positions_angstrom": [[2.0833, 1.0042, 0.1937], [1.8367, -3.4825, 1.2440], [1.5545, -2.9268, 2.5417], [0.7537, -1.9200, 2.9760], [0.8191, -1.8243, 4.3148], [1.6241, -2.8742, 4.6319], [2.1408, -3.5250, 3.6206], [0.9589, -4.5499, 0.8145], [1.3988, -5.4737, -0.1195], [0.5515, -6.4574, -0.6139], [-0.8130, -6.4033, -0.3009], [-1.3469, -5.4460, 0.5259], [-0.4203, -4.5045, 1.0672], [-2.7636, -5.2341, 0.8118], [-3.8144, -5.8202, 0.3200], [-4.9320, -5.1006, 0.7098], [-4.5006, -4.0881, 1.3328], [-3.1532, -4.0946, 1.4693], [-5.1339, -2.8816, 1.8124], [-6.1622, -2.3062, 1.0796], [-6.5738, -0.9968, 1.3803], [-5.7968, -0.2154, 2.2509], [-4.8409, -0.7711, 3.0297], [-4.0252, 0.0908, 4.0160], [-2.6842, 0.3282, 3.6249], [-2.0316, 0.1110, 2.4640], [-0.8494, 0.6852, 2.4519], [-0.8722, 1.3716, 3.6320], [-1.9433, 1.2208, 4.3171], [-4.5338, -2.1481, 2.8060], [2.9306, -3.8432, 1.2248], [1.7072, -2.6647, 0.6056], [0.2936, -1.1783, 2.3322], [1.8869, -3.2455, 5.6220], [2.4591, -5.4927, -0.3316], [0.8278, -7.2234, -1.3161], [-1.4566, -7.1973, -0.7401], [-0.7813, -3.6644, 1.7119], [-6.7321, -2.8565, 0.3245], [-7.3633, -0.5620, 0.8216], [-6.0364, 0.8451, 2.2391], [-4.2534, -0.3418, 4.9419], [-4.5101, 1.0256, 4.0300], [-2.4870, -0.5497, 1.7048], [-0.1195, 2.0300, 4.0151], [-3.7134, -2.6085, 3.3641], [6.6205, -0.5708, 1.5526], [5.8484, -1.6341, 0.4383], [6.3634, -2.8706, 0.1147], [5.6087, -3.5928, -0.7864], [6.1393, -5.2644, -1.0985], [4.4159, -3.1724, -1.3851], [3.7173, -3.9148, -2.4017], [2.5433, -3.4067, -2.8448], [2.0255, -2.1563, -2.3863], [2.7114, -1.4293, -1.5496], [3.8904, -1.9012, -1.0379], [4.5773, -1.1460, -0.0589], [4.0956, 0.0195, 0.3564], [7.2181, -3.1896, 0.6253], [4.1123, -4.8989, -2.7367], [2.0567, -4.0722, -3.5279], [1.0113, -2.0107, -2.7589], [-2.0573, 5.4661, 3.0971], [-2.6947, 5.1314, 1.8617], [-2.0193, 4.5298, 0.8793], [-0.7015, 4.1469, 1.0665], [-0.0559, 4.4621, 2.2594], [-0.7444, 5.1442, 3.2733], [0.1776, 3.1825, -0.2664], [-1.0218, 2.9560, -1.4546], [-1.9992, 2.0181, -1.0732], [-3.0139, 1.7363, -1.9313], [-3.2864, 2.5278, -3.0617], [-2.2867, 3.4048, -3.4954], [-1.2150, 3.7604, -2.6760], [1.4013, 4.3575, -1.0689], [0.9767, 5.6400, -1.3487], [1.6981, 6.5059, -2.2080], [3.0146, 6.0648, -2.5434], [3.5107, 4.7961, -2.0875], [4.8482, 4.4967, -2.3595], [5.3553, 3.2815, -1.9111], [4.5353, 2.4099, -1.2025], [3.2163, 2.6332, -0.8998], [2.6906, 3.9000, -1.3764], [-2.5513, 6.1061, 3.8690], [-3.7009, 5.4837, 1.6515], [-2.5025, 4.2390, -0.0705], [1.0099, 4.4019, 2.3312], [-0.1722, 5.4614, 4.0837], [-1.8924, 1.5465, -0.0904], [-3.7170, 0.9772, -1.5911], [-4.1927, 2.5580, -3.6337], [-2.5530, 4.0235, -4.3403], [-0.4704, 4.5059, -2.9764], [0.0632, 6.0254, -0.7935], [1.3193, 7.4543, -2.5300], [3.5819, 6.6012, -3.2691], [5.5048, 5.2262, -2.9112], [6.4057, 3.0432, -1.9399], [5.0298, 1.4361, -0.7278], [-2.7692, -3.0444, -0.8751], [-2.4632, -1.7054, -1.0274], [-1.3286, -1.3438, -0.3284], [-2.1988, -1.4113, -2.4564], [-3.5291, -0.8846, -0.6051], [-0.0310, 0.2650, -3.0218], [-0.0364, 0.0654, -4.3624], [1.0861, 0.7355, -4.7987], [1.7236, 1.2691, -3.6480], [1.0149, 0.9280, -2.5379], [-0.8655, 0.0467, -2.4766], [-0.8850, -0.5157, -4.8374], [1.3673, 0.8427, -5.8146], [2.5893, 1.9073, -3.5570], [2.6970, 2.1749, 2.3436]],
  "atomic_forces_ev_per_a": [[-0.1, -0.1, -0.3], [2.4, 0.1, 1.2], [0.4, -0.1, 1.6], [1.1, 0.1, 0.7], [-0.4, -0.8, -1.0], [0.5, -0.1, 0.3], [-0.8, -0.2, -0.6], [-2.8, -1.1, -1.1], [0.6, -1.1, 0.4], [-1.1, 0.9, 0.2], [-0.4, -1.8, -0.9], [1.5, 1.7, 1.1], [-0.4, 0.4, 0.7], [-1.6, 0.8, -0.7], [0.6, -0.8, 0.2], [-0.4, -0.8, -0.9], [1.3, 0.4, 0.8], [0.7, -0.7, 0.2], [-0.3, 0.6, -0.4], [-1.7, 0.9, 0.2], [1.7, -1.3, -0.1], [-2.0, 0.5, -1.1], [1.9, -1.3, 0.2], [-2.0, -0.9, -2.3], [1.6, 0.7, -0.5], [-0.9, -1.8, -0.6], [-0.4, 0.4, -0.1], [0.8, 0.2, -0.5], [-1.3, -0.2, 1.9], [0.7, 1.2, 1.0], [-1.6, 0.8, 0.1], [0.1, 1.3, -1.5], [-0.1, -0.4, 0.0], [-0.2, 0.7, -0.1], [0.1, -0.1, -0.3], [0.5, -0.1, 0.0], [0.3, 0.8, 0.4], [0.1, -1.0, -0.6], [0.6, 0.0, 0.2], [-0.6, 0.4, -0.4], [0.2, 0.0, 0.5], [1.0, -0.7, 1.8], [-0.6, 1.3, 0.1], [0.6, 0.5, 0.3], [0.5, 0.0, -0.3], [-0.2, 0.2, -0.1], [0.4, -0.1, 0.2], [-2.2, 1.6, -0.3], [-2.0, 0.7, -0.9], [0.8, -1.5, 0.2], [0.0, 0.4, 0.0], [0.1, 0.0, -0.8], [0.7, 0.0, 1.0], [0.6, -0.7, -0.1], [0.6, -1.8, -0.3], [-0.7, 0.5, 0.4], [0.1, -0.9, -0.3], [0.6, 1.4, 0.8], [0.8, -1.4, -0.1], [1.2, -0.8, 0.3], [-0.4, 0.9, 0.3], [-0.9, 0.3, -0.5], [0.2, 1.2, 0.5], [-1.4, 0.8, -0.3], [-1.0, 1.9, 2.4], [0.3, -1.7, -1.9], [1.2, -0.4, -0.3], [-0.4, 0.8, -0.5], [0.2, -0.8, -1.8], [2.8, 1.4, 2.0], [-2.6, 1.5, -3.1], [1.8, 0.6, -0.3], [-2.8, 0.0, -0.3], [2.0, -0.2, 0.4], [-0.8, 1.2, 1.0], [0.7, -2.5, 1.4], [-1.6, 0.2, 1.0], [-0.9, 0.8, 0.7], [2.7, -1.8, 0.4], [-3.0, -0.4, 0.5], [-0.1, 1.6, -0.8], [1.9, -1.0, -0.3], [-0.1, 1.7, -0.2], [0.7, -3.1, 1.9], [0.2, 0.9, -1.1], [0.0, -1.0, 0.5], [0.2, -0.8, -0.8], [0.0, -0.1, 0.3], [0.1, 0.5, 0.7], [0.4, -0.6, 0.2], [0.6, 0.5, 1.5], [-0.1, -0.3, -0.5], [0.0, 0.2, -0.3], [-0.4, -0.8, 0.0], [0.4, 0.1, -0.3], [-0.4, -0.4, 0.2], [0.9, -0.6, -1.2], [-0.1, 0.3, -0.1], [0.6, 0.5, -0.1], [-0.8, -0.8, 0.7], [0.2, 0.0, -0.4], [-1.1, 2.2, -1.3], [0.0, 0.1, -0.2], [-0.3, 0.4, -1.4], [0.8, 0.1, 0.5], [-0.3, -0.2, 1.0], [-0.1, -0.2, 0.1], [-1.2, -0.8, 0.0], [-0.6, 0.1, 0.6], [0.3, 0.1, 0.2], [-1.2, -0.7, 0.5], [0.3, 0.9, -1.6], [0.5, -0.3, 0.4], [1.4, 1.0, 0.7], [0.4, 0.1, -0.6], [0.1, -0.2, 0.0], [-0.1, 0.0, 0.1]],
  "total_energy_ha": -5195.76843,
  "orbital_gap_ha": 0.2769,
  "total_charge": -1,
  "e_homo_ev": -5.546
}